Here is C34H58MnN5SSi as an isolated structure from the Open Molecules 2025 dataset. Energies are from wB97M-V/def2-TZVPD.

The expectation value of S² is 0.818. The calculation puts the frontier orbital gap (spin up / spin down) at 4.72 / 4.66 eV. Its energy above the lowest of the compared OMol25 structures with the same formula, charge and spin is 84.8 kJ/mol. Its spin multiplicity is 2. The net charge is -1.

Element x y z (Å)
Mn 0.760 -0.019 0.013
C 2.968 -2.724 -4.272
C 1.458 -2.941 -4.202
N 0.961 -3.272 -2.872
C 0.815 -2.347 -1.867
S 0.859 -0.647 -2.222
N 0.604 -2.858 -0.680
N 0.458 -1.912 0.291
C 0.128 -2.300 1.512
C -0.058 -3.733 1.909
C -0.008 -1.228 2.430
C -0.286 -1.389 3.799
C -0.344 -0.297 4.624
C -0.113 0.984 4.082
C 0.144 1.081 2.740
N 0.178 0.026 1.904
H 3.274 -2.553 -5.309
H 3.507 -3.595 -3.888
H 3.246 -1.851 -3.680
H 1.165 -3.751 -4.870
H 0.946 -2.036 -4.527
H 1.212 -4.183 -2.523
H 0.077 -4.362 1.034
H -1.057 -3.911 2.324
H 0.677 -4.023 2.669
H -0.427 -2.393 4.186
H -0.543 -0.415 5.682
H -0.140 1.873 4.698
H 0.341 2.046 2.287
C -4.744 1.272 -1.997
C -3.373 1.236 -1.299
C -2.281 1.478 -2.350
C -3.305 2.422 -0.327
Si -3.057 -0.444 -0.344
C -4.029 -0.472 1.348
C -3.983 -1.889 1.943
C -5.499 -0.042 1.220
C -3.346 0.444 2.375
C -3.552 -1.975 -1.437
C -5.074 -2.188 -1.509
C -3.018 -1.791 -2.866
C -2.920 -3.269 -0.892
H -4.884 2.247 -2.489
H -5.567 1.138 -1.289
H -4.833 0.503 -2.767
H -2.416 2.476 -2.793
H -2.298 0.747 -3.160
H -1.290 1.436 -1.904
H -3.340 3.359 -0.898
H -2.372 2.413 0.249
H -4.145 2.434 0.372
H -4.546 -2.609 1.346
H -4.425 -1.876 2.948
H -2.949 -2.245 2.034
H -6.056 -0.659 0.511
H -5.587 1.001 0.903
H -5.993 -0.128 2.200
H -2.295 0.187 2.490
H -3.831 0.320 3.355
H -3.408 1.498 2.109
H -5.604 -1.308 -1.886
H -5.493 -2.444 -0.532
H -5.291 -3.027 -2.187
H -3.528 -0.986 -3.400
H -3.179 -2.718 -3.436
H -1.944 -1.580 -2.868
H -3.243 -3.501 0.125
H -1.831 -3.219 -0.898
H -3.221 -4.109 -1.536
C 0.392 4.110 -1.492
C 1.736 3.565 -1.066
C 2.913 4.275 -1.305
C 4.125 3.727 -0.883
C 5.411 4.487 -1.113
C 4.182 2.486 -0.260
C 3.012 1.697 -0.036
C 1.815 2.348 -0.429
N 2.836 0.456 0.447
C 3.857 -0.455 0.965
C 5.316 0.021 0.968
C 3.499 -0.800 2.417
C 3.821 -1.746 0.133
H 0.475 5.151 -1.808
H -0.333 4.054 -0.676
H -0.013 3.532 -2.328
H 2.883 5.241 -1.800
H 5.217 5.440 -1.608
H 6.098 3.913 -1.738
H 5.919 4.694 -0.168
H 5.156 2.135 0.032
H 0.865 1.872 -0.207
H 5.458 0.899 1.602
H 5.675 0.233 -0.039
H 5.929 -0.787 1.376
H 3.562 0.096 3.043
H 4.178 -1.562 2.822
H 2.481 -1.182 2.470
H 4.052 -1.518 -0.913
H 2.832 -2.195 0.167
H 4.548 -2.476 0.508

Atomic forces in eV per Å
Mn 0.4 -0.2 -0.2
C -0.1 0.0 0.0
C 0.0 0.1 0.2
N 0.2 0.2 -0.1
C 0.1 0.5 -0.4
S 0.2 -0.2 -0.2
N 0.0 -0.2 0.6
N -0.4 -0.1 0.5
C 0.4 -0.5 -0.8
C -0.1 0.1 0.0
C 0.1 0.9 0.3
C 0.0 -0.3 -0.2
C 0.1 0.4 -0.1
C -0.2 -0.4 0.3
C 0.0 0.0 -0.3
N 0.1 -0.3 0.6
H 0.0 0.0 0.1
H 0.0 0.1 0.0
H 0.0 0.0 0.0
H -0.1 0.0 0.0
H 0.0 0.0 0.0
H -0.1 -0.1 0.0
H 0.0 0.0 0.0
H 0.1 0.0 0.0
H -0.1 0.0 0.0
H 0.0 0.1 0.0
H 0.0 0.0 0.0
H 0.0 0.0 0.0
H 0.0 0.0 -0.1
C 0.0 0.2 0.0
C -0.4 -0.1 -0.1
C -0.2 0.0 -0.1
C 0.0 -0.1 0.0
Si 1.9 0.4 0.2
C -0.3 0.0 -0.1
C 0.0 0.1 0.0
C 0.0 0.0 0.2
C -0.1 -0.1 0.0
C -0.3 0.0 0.0
C 0.0 -0.1 -0.1
C 0.0 -0.1 0.1
C 0.0 0.0 0.0
H 0.0 0.0 0.0
H 0.0 0.0 -0.1
H 0.0 0.1 0.0
H 0.0 0.0 0.0
H 0.0 0.0 0.1
H 0.1 0.0 0.1
H 0.0 0.0 0.0
H -0.1 0.0 0.0
H 0.1 0.0 0.0
H 0.0 0.0 0.1
H 0.0 0.0 0.0
H -0.1 0.0 0.0
H 0.0 0.1 0.1
H 0.0 -0.1 0.0
H 0.0 0.0 0.0
H 0.0 0.0 0.0
H 0.0 0.0 0.0
H 0.0 0.0 0.0
H 0.0 -0.1 0.1
H 0.0 0.0 -0.1
H -0.1 0.0 0.0
H 0.0 -0.1 0.0
H 0.0 0.0 0.0
H -0.1 0.0 0.0
H 0.1 0.0 -0.1
H 0.0 0.0 0.0
H 0.0 0.0 0.0
C 0.1 -0.1 0.0
C -0.1 0.2 0.0
C 0.1 -0.1 0.0
C -0.1 0.0 0.0
C -0.1 0.0 0.0
C -0.1 0.0 0.0
C 0.3 0.1 -0.1
C 0.1 0.0 -0.2
N -0.8 -0.3 -0.1
C 0.0 -0.2 0.0
C 0.0 0.0 0.0
C 0.0 0.0 0.1
C 0.1 0.0 0.0
H 0.0 0.0 0.0
H 0.0 0.0 -0.1
H 0.0 0.0 0.1
H 0.0 0.0 0.0
H 0.0 0.0 0.0
H 0.0 0.0 0.0
H 0.0 0.0 0.0
H 0.0 0.1 0.0
H -0.8 0.0 0.1
H 0.0 0.0 0.0
H 0.0 0.0 0.1
H 0.0 0.0 0.0
H 0.0 -0.1 0.0
H 0.0 0.1 0.0
H 0.0 0.0 0.0
H 0.0 0.0 0.1
H 0.0 0.0 0.0
H -0.1 0.1 0.0